[1]
# C41H84Cl12NO6P

A cluster of 11 separate species, C41H84Cl12NO6P in total in a non-equilibrium geometry (ωB97M-V/def2-TZVPD, the Open Molecules 2025 dataset).

The value obtained for the orbital gap is 5.69 eV. The HOMO energy comes out at -5.7 eV. As for the total energy: -217207.4555 eV. The calculation puts the max |F| at 3.584 eV Å⁻¹.

Geometry as ORCA input:
```
! wB97M-V def2-TZVPD RIJCOSX def2/J DEFGRID3
* xyz 0 1
C -6.7936 -4.9254 21.2775
C -5.4280 -4.3121 21.5063
C -5.4058 -2.9616 22.1794
C -5.4682 -3.0183 23.7474
P -5.6740 -1.4094 24.6220
C -7.0359 -0.4299 23.8493
C -8.4860 -1.1262 24.1158
C -9.6656 -0.2275 23.5165
C -11.1253 -0.7697 23.9097
C -4.2156 -0.4111 24.4958
C -4.0617 0.2961 23.1197
C -2.7888 1.2028 23.1165
C -2.6870 2.1988 24.2050
C -6.2315 -1.6522 26.3365
C -6.5785 -0.4582 27.3029
C -7.7304 -0.8762 28.2862
C -8.1270 0.2165 29.2797
H -7.2231 -5.1758 22.2475
H -6.7735 -5.7758 20.5959
H -7.5188 -4.2646 20.8027
H -4.9411 -4.1340 20.5475
H -4.7343 -5.0068 21.9798
H -6.1722 -2.3434 21.7118
H -4.4496 -2.5582 21.8463
H -4.5879 -3.4045 24.2612
H -6.3723 -3.4995 24.1203
H -6.8491 -0.4727 22.7763
H -7.0396 0.6329 24.0912
H -8.7659 -1.2570 25.1611
H -8.4944 -2.1312 23.6939
H -9.6052 -0.1955 22.4286
H -9.6408 0.7924 23.9003
H -11.3469 -1.6536 23.3116
H -11.8771 -0.0118 23.6900
H -11.1942 -0.9665 24.9796
H -3.2797 -0.8842 24.7928
H -4.3063 0.3264 25.2933
H -4.9079 0.9152 22.8217
H -4.0579 -0.5126 22.3890
H -2.7193 1.6792 22.1386
H -1.9519 0.5047 23.1340
H -3.5423 2.8716 24.2673
H -1.8102 2.8348 24.0829
H -2.5146 1.7424 25.1797
H -5.4638 -2.2666 26.8068
H -7.0196 -2.4052 26.3360
H -6.8485 0.4305 26.7323
H -5.6694 -0.2008 27.8463
H -7.3571 -1.6630 28.9417
H -8.5984 -1.2089 27.7170
H -8.9621 -0.0985 29.9053
H -8.3712 1.1752 28.8222
H -7.2206 0.2972 29.8798
C 0.7566 -10.5982 26.0902
C 0.4193 -9.4757 27.0848
C -0.9638 -9.5023 27.6624
C -1.3359 -8.3758 28.6228
N -2.5604 -8.6815 29.5500
C -2.9282 -7.5596 30.5573
C -3.4699 -8.2725 31.7738
C -3.1205 -9.7247 31.7073
C -2.2450 -9.8850 30.4476
C -3.8006 -9.1232 28.7398
H 1.8430 -10.6822 26.1196
H 0.3943 -10.2830 25.1117
H 0.3536 -11.4962 26.5586
H 0.5984 -8.5314 26.5707
H 1.1618 -9.5798 27.8761
H -1.0043 -10.5119 28.0712
H -1.6338 -9.6086 26.8092
H -1.5255 -7.5207 27.9741
H -0.5691 -8.0228 29.3124
H -3.6053 -6.9358 29.9739
H -2.0183 -6.9973 30.7670
H -4.5381 -8.0797 31.8735
H -3.1430 -7.7844 32.6920
H -4.0301 -10.3208 31.6344
H -2.6134 -9.9922 32.6344
H -2.3078 -10.8526 29.9497
H -1.2012 -9.7067 30.7056
H -4.0501 -8.3425 28.0212
H -4.6228 -9.1088 29.4551
H -3.6339 -10.0628 28.2129
O -2.7055 -3.0098 26.2234
C -2.6428 -4.3124 26.7522
C -2.5466 -4.6015 28.3141
O -1.3808 -4.8944 29.0212
H -1.9072 -4.9265 26.2326
H -3.6008 -4.7582 26.4846
H -3.2194 -5.4392 28.4980
H -3.2001 -3.9014 28.8344
O -6.7317 -6.1837 24.5294
C -6.7415 -6.0818 25.7448
O -6.3425 -4.9965 26.3996
C -6.3417 -5.1510 27.7874
C -7.3995 -6.1550 27.9539
C -7.2497 -7.0497 26.7648
H -6.5661 -4.1935 28.2576
H -5.3451 -5.4096 28.1452
H -8.3593 -5.6392 27.9246
H -7.2315 -6.6225 28.9241
H -8.2048 -7.4834 26.4682
H -6.5651 -7.8702 26.9796
O -5.4153 -9.6452 25.6365
C -4.6572 -8.9418 24.9486
O -3.7345 -8.1401 25.6192
C -2.8517 -7.4777 24.6928
C -3.4962 -7.6939 23.2999
C -4.3065 -8.9055 23.4348
H -1.8198 -7.8255 24.7412
H -2.8348 -6.4099 24.9111
H -2.7210 -7.6240 22.5367
H -4.1552 -6.8329 23.1885
H -3.6890 -9.7428 23.1096
H -5.2261 -8.8900 22.8499
C 0.0651 -1.7560 25.5377
Cl 1.5717 -2.1489 24.6426
Cl 0.2260 -0.0327 26.2091
H -0.7510 -1.7754 24.8154
H -0.0291 -2.4778 26.3490
C -1.4818 -3.0998 32.3078
Cl -0.2490 -3.8957 33.3645
Cl -2.7819 -2.5818 33.3557
H -1.0446 -2.2670 31.7570
H -1.9169 -3.7911 31.5862
C 1.3859 -2.7913 29.2895
Cl 2.6832 -2.1522 28.1816
Cl 2.0162 -2.6837 31.0041
H 0.4332 -2.3041 29.0821
H 1.2427 -3.8317 28.9974
C -2.8808 -0.5601 28.9810
Cl -2.0419 0.9784 28.8807
Cl -4.0764 -0.5377 30.3626
H -3.3900 -0.7111 28.0292
H -2.1518 -1.3608 29.1060
C -1.7135 -4.1148 23.0137
Cl -1.6036 -2.4192 22.4427
Cl -1.3589 -5.2026 21.6587
H -1.0193 -4.2708 23.8394
H -2.7424 -4.3453 23.2899
C 1.1724 -5.7514 26.4647
Cl 1.3430 -6.4808 24.8626
Cl 2.7382 -5.1882 27.1464
H 0.4822 -4.9122 26.3781
H 0.9008 -6.4789 27.2296
*
```

[2]
# C41H87F7N7O11PS

A cluster of 5 separate species, C41H87F7N7O11PS in total in a non-equilibrium geometry (ωB97M-V/def2-TZVPD, the Open Molecules 2025 dataset).

The value obtained for the orbital gap is 7.56 eV. The HOMO energy comes out at -8.4 eV. As for the total energy: -116007.5735 eV. Its energy above the lowest of the compared OMol25 structures with the same formula, charge and spin is 1195.59 kJ/mol. As for the structure (SMILES): CCCCCCCC[C@]1([PH2]=S)[C@@H](C(F)(F)C(F)(F)C(F)(F)F)NC(=O)[C@@]1(CCN)ON=O.COCCNCCOC.COCCNCCOC.COCCNCCOC.COCCNCCOC. The calculation puts the max |F| at 9.528 eV Å⁻¹.

Geometry as ORCA input:
```
! wB97M-V def2-TZVPD RIJCOSX def2/J DEFGRID3
* xyz 0 1
C 0.1786 1.1368 5.2913
C 1.1050 1.9413 4.1546
C 0.8980 3.5390 4.4648
C 1.5673 4.5412 3.3260
C 0.7326 4.3291 1.9290
C 1.4781 4.8941 0.5826
C 2.9050 4.1728 0.2212
C 2.7810 2.7788 -0.6375
C 2.1512 2.9618 -2.1510
P 2.4858 4.7215 -2.9171
S 4.4207 5.0311 -3.2245
C 0.5779 2.5288 -1.9954
C -0.5947 3.3493 -2.7933
F -0.4174 3.3526 -4.2929
F -0.7488 4.7695 -2.4030
C -2.0885 2.6354 -2.5575
F -2.2314 1.4018 -3.3716
F -3.0925 3.6265 -3.0967
C -2.4680 2.4257 -0.9769
F -2.0299 1.0657 -0.4952
F -3.9776 2.4034 -0.9143
F -2.0440 3.5235 -0.0765
N 0.5336 1.0254 -2.1876
C 1.3772 0.6947 -3.4046
O 1.2295 -0.2812 -4.3246
C 2.5809 1.8529 -3.3212
C 3.9098 0.9248 -3.0778
C 3.7474 -0.2228 -1.9099
N 3.7648 -1.6288 -2.5207
O 2.4282 2.5041 -4.6313
N 3.5819 2.5543 -5.3190
O 3.3671 1.8231 -6.3034
H -0.7988 1.7510 5.4902
H -0.1559 0.1327 4.7553
H 0.8544 0.9672 6.2321
H 2.2382 1.5948 4.2150
H 0.7013 1.5802 3.1158
H 1.3763 3.7623 5.5325
H -0.2478 3.8519 4.5661
H 2.7294 4.4337 3.2303
H 1.3760 5.6456 3.7361
H 0.3863 3.2266 1.7219
H -0.2722 4.9627 2.0456
H 1.7142 6.0411 0.7876
H 0.7327 4.8223 -0.3165
H 3.6285 4.9809 -0.2759
H 3.4489 3.8802 1.2430
H 2.1507 2.0293 0.0448
H 3.8779 2.3076 -0.6555
H 2.0923 5.7893 -1.9881
H 1.6919 4.9566 -4.1167
H 0.3034 2.7496 -0.8616
H 0.6917 0.4280 -1.3379
H 4.7932 1.6375 -2.7678
H 4.2845 0.3496 -4.0496
H 2.8645 -0.0439 -1.1630
H 4.7445 -0.1618 -1.2562
H 4.7879 -1.7917 -2.7630
H 3.2928 -1.6329 -3.4661
C -2.9531 -1.6490 -5.3289
O -1.8936 -2.3624 -5.9509
C -0.6511 -2.2483 -5.2451
C -0.2500 -3.6038 -4.6446
N -1.1341 -3.9722 -3.5334
C -0.9671 -5.3596 -3.0861
C -1.3376 -6.4712 -4.0876
O -2.7319 -6.5287 -4.3953
C -3.1382 -5.6647 -5.4476
H -3.8218 -1.6822 -5.9908
H -3.2281 -2.1140 -4.3795
H -2.6782 -0.6015 -5.1688
H -0.6802 -1.4626 -4.4798
H 0.1035 -1.9586 -5.9856
H 0.7816 -3.5462 -4.2799
H -0.2927 -4.3487 -5.4443
H -2.1016 -3.8459 -3.8232
H -1.6022 -5.4789 -2.2005
H 0.0669 -5.5046 -2.7521
H -1.1015 -7.4282 -3.6076
H -0.7332 -6.4387 -5.0004
H -2.3535 -5.5129 -6.1944
H -3.4703 -4.7085 -5.0407
H -4.0016 -6.1212 -5.9446
C -5.1697 -4.4605 5.2584
O -4.3334 -4.4215 6.4062
C -3.3769 -5.4887 6.4392
C -1.9534 -4.9374 6.2705
N -1.7340 -4.4489 4.9047
C -0.4924 -3.6829 4.7481
C -0.3855 -2.3511 5.5167
O -1.2959 -1.3481 5.0614
C -2.5833 -1.4069 5.6597
H -5.9438 -3.6980 5.3740
H -4.5984 -4.2343 4.3552
H -5.6555 -5.4368 5.1616
H -3.5975 -6.2656 5.6963
H -3.4566 -5.9495 7.4307
H -1.2304 -5.7310 6.4895
H -1.8177 -4.1350 7.0013
H -2.5126 -3.8504 4.6372
H -0.3960 -3.4631 3.6784
H 0.3573 -4.3225 5.0144
H 0.6164 -1.9490 5.3256
H -0.4524 -2.4810 6.6021
H -2.5539 -1.7848 6.6857
H -3.2541 -2.0115 5.0475
H -2.9929 -0.3907 5.6796
C -0.7850 1.2619 -8.0342
O -0.2722 0.0768 -8.6266
C -1.1028 -1.0689 -8.3974
C -1.7351 -1.5438 -9.7140
N -2.7475 -0.5934 -10.1873
C -3.2032 -0.8556 -11.5571
C -2.1637 -0.7055 -12.6853
O -1.7136 0.6368 -12.8797
C -0.6290 1.0202 -12.0456
H -0.0368 2.0505 -8.1455
H -1.6988 1.5831 -8.5392
H -0.9774 1.1138 -6.9667
H -1.8647 -0.8813 -7.6304
H -0.4454 -1.8614 -8.0211
H -2.2045 -2.5214 -9.5573
H -0.9318 -1.6597 -10.4471
H -2.3601 0.3473 -10.1557
H -4.0181 -0.1491 -11.7539
H -3.6413 -1.8596 -11.6013
H -2.6609 -0.9884 -13.6205
H -1.3182 -1.3933 -12.5775
H 0.0321 0.1832 -11.8034
H -1.0040 1.4886 -11.1345
H -0.0436 1.7769 -12.5799
C 1.5218 0.0670 12.7018
O 2.0238 1.3959 12.6877
C 3.4304 1.4608 12.4190
C 3.6850 2.1165 11.0536
N 3.2628 1.2371 9.9579
C 3.2416 1.8997 8.6489
C 2.2324 3.0491 8.4584
O 0.8670 2.6285 8.4897
C 0.3021 2.5605 9.7917
H 0.4821 0.0984 13.0364
H 1.5460 -0.3668 11.6995
H 2.0915 -0.5589 13.3963
H 3.9110 0.4768 12.4880
H 3.8684 2.0963 13.1974
H 4.7543 2.3323 10.9504
H 3.1376 3.0631 11.0309
H 2.3264 0.8895 10.1534
H 3.0102 1.1226 7.9112
H 4.2497 2.2624 8.4164
H 2.3932 3.4550 7.4527
H 2.4040 3.8832 9.1472
H 0.7293 3.2999 10.4751
H 0.4142 1.5539 10.1971
H -0.7728 2.7549 9.7037
*
```

[3]
# C41H87NO4S

A cluster of 4 separate species, C41H87NO4S in total in a non-equilibrium geometry (ωB97M-V/def2-TZVPD, the Open Molecules 2025 dataset).

The value obtained for the orbital gap is 10.24 eV. The HOMO energy comes out at -9.8 eV. As for the total energy: -64443.8083 eV. As for the structure (SMILES): CCCCCCCC[C@@H]1C[C@H](CCC(C)C)S(=O)(=O)O[C@H]1CCCCNC(C)=O.CCCCCC.CCCCCC.CCCCCC. The calculation puts the max |F| at 2.255 eV Å⁻¹.

Geometry as ORCA input:
```
! wB97M-V def2-TZVPD RIJCOSX def2/J DEFGRID3
* xyz 0 1
C 3.1106 -1.2315 1.9320
C 1.9465 -0.7660 1.0499
C 0.5826 -1.0911 1.6559
C -0.5564 -0.7198 0.6722
C -1.6097 -1.8276 0.4806
C -1.7785 -2.3501 -0.9446
C -0.4754 -2.6871 -1.6819
C -0.6346 -2.5163 -3.2024
C 0.6194 -2.6670 -4.0783
C 1.5670 -3.7658 -3.5660
C 3.0687 -3.3949 -3.4387
C 3.4910 -2.7126 -2.1221
C 3.4401 -1.2110 -1.8492
C 4.4530 -0.3010 -2.5671
C 5.4727 0.2772 -1.5659
C 3.7691 0.8920 -3.2391
S 3.5463 -2.7565 -5.0415
O 4.8465 -2.1553 -5.0462
O 3.4106 -3.8864 -5.9304
O 2.3908 -1.7573 -5.4505
C 1.3481 -1.3971 -4.4733
C 0.6216 -0.2837 -5.2281
C -0.8336 0.0738 -4.9414
C -1.1069 0.8165 -3.6412
C -0.4854 2.2267 -3.5752
N -0.0133 2.5729 -2.2308
C -0.9669 3.1214 -1.3740
C -1.0401 2.5340 0.0170
O -1.7099 4.0542 -1.7078
H 2.8704 -1.1490 2.9900
H 4.0089 -0.6406 1.7687
H 3.3415 -2.2697 1.7053
H 2.0084 -1.3386 0.1247
H 2.0304 0.2976 0.8350
H 0.5701 -2.1605 1.8579
H 0.4324 -0.5338 2.5776
H -1.0376 0.1730 1.0660
H -0.1093 -0.4268 -0.2778
H -1.4244 -2.6441 1.1746
H -2.5710 -1.4134 0.7862
H -2.4217 -1.7011 -1.5363
H -2.3357 -3.2846 -0.8623
H 0.3837 -2.1271 -1.3122
H -0.3062 -3.7433 -1.4840
H -1.1944 -1.6016 -3.3434
H -1.3198 -3.3063 -3.5152
H 0.2419 -3.0403 -5.0328
H 1.5602 -4.5896 -4.2731
H 1.2926 -4.1872 -2.6055
H 3.5701 -4.3581 -3.4492
H 2.8786 -3.1906 -1.3529
H 4.4992 -3.0526 -1.8866
H 2.4386 -0.7874 -1.9312
H 3.6566 -1.1053 -0.7842
H 5.0577 -0.8124 -3.3082
H 6.1407 0.9262 -2.1270
H 4.9725 0.8332 -0.7774
H 6.1005 -0.5212 -1.1723
H 3.1651 0.6153 -4.1016
H 3.1077 1.3765 -2.5163
H 4.4845 1.6337 -3.5824
H 1.8702 -0.9586 -3.6306
H 0.7241 -0.4409 -6.2984
H 1.2120 0.6170 -5.0516
H -1.4688 -0.8055 -5.0170
H -1.1706 0.7179 -5.7553
H -2.1896 0.9252 -3.5514
H -0.8114 0.2478 -2.7557
H 0.3397 2.2863 -4.2784
H -1.2433 2.9590 -3.8271
H 0.4515 1.7987 -1.7762
H -1.3966 3.2749 0.7239
H -1.7113 1.6795 0.0441
H -0.0509 2.2273 0.3607
C -8.8134 -1.3498 -3.9968
C -7.6537 -2.0306 -3.2753
C -6.6969 -1.0487 -2.6010
C -5.9882 -0.0837 -3.5530
C -5.1696 -0.7541 -4.6549
C -4.0286 -1.6121 -4.1183
H -8.4650 -0.7063 -4.8057
H -9.4837 -2.0906 -4.4342
H -9.3961 -0.7390 -3.3044
H -7.1095 -2.6679 -3.9778
H -8.0583 -2.6984 -2.5106
H -5.9529 -1.6143 -2.0318
H -7.2527 -0.4612 -1.8638
H -5.3273 0.5602 -2.9629
H -6.7216 0.5839 -4.0122
H -4.7517 0.0265 -5.2971
H -5.8153 -1.3606 -5.2949
H -3.3509 -1.0106 -3.5103
H -3.4533 -2.0431 -4.9400
H -4.3953 -2.4372 -3.5052
C 3.2181 -0.4166 8.8600
C 2.5813 -1.7827 8.6204
C 3.5857 -2.8588 8.2109
C 4.3187 -2.5879 6.8961
C 3.4118 -2.3980 5.6816
C 2.5698 -3.6274 5.3521
H 3.6875 -0.0251 7.9564
H 2.4682 0.3083 9.1792
H 3.9799 -0.4751 9.6399
H 1.7948 -1.6924 7.8660
H 2.0849 -2.1054 9.5391
H 3.0686 -3.8204 8.1503
H 4.3299 -2.9698 9.0056
H 4.9997 -3.4224 6.7017
H 4.9535 -1.7045 7.0060
H 4.0384 -2.1640 4.8172
H 2.7568 -1.5342 5.8280
H 3.2067 -4.4931 5.1593
H 1.9637 -3.4516 4.4613
H 1.8899 -3.8810 6.1666
C -0.4620 6.4283 6.2086
C -1.4202 7.0948 5.2253
C -2.2518 6.1003 4.4170
C -1.4410 5.1627 3.5213
C -0.5444 5.8628 2.5012
C -1.3167 6.7088 1.4924
H 0.2740 5.8062 5.6971
H 0.0853 7.1773 6.7823
H -1.0067 5.7984 6.9149
H -0.8585 7.7508 4.5550
H -2.1020 7.7421 5.7827
H -2.9726 6.6536 3.8092
H -2.8466 5.4928 5.1065
H -2.1382 4.5069 2.9888
H -0.8264 4.5042 4.1422
H 0.0196 5.0999 1.9563
H 0.1979 6.4837 3.0100
H -2.0338 6.0982 0.9397
H -0.6376 7.1608 0.7688
H -1.8628 7.5175 1.9806
*
```

Question: Which formula does entry 3 have?
Answer: C41H87NO4S